The following is a quantum chemistry calculation of a cluster of 2 separate species, C10H20F4N2O6S2 in total, from the Open Molecules 2025 dataset.

HOMO energy: -7.446 eV
energy: -58496.2866 eV
E_LUMO: -1.72 eV
orbital gap: 5.73 eV

XYZ file:
```
44
C10H20F4N2O6S2 | the Open Molecules 2025 dataset | wB97M-V/def2-TZVPD
C 2.166 -1.324 0.053
O 1.480 -0.342 0.816
C 2.332 0.538 1.508
C 2.812 1.729 0.684
C 1.842 2.903 0.539
C 0.645 2.677 -0.374
N -0.436 1.827 0.142
C -0.905 2.264 1.444
C -2.099 1.469 1.979
N -3.108 1.034 0.915
C -2.503 0.740 -0.434
S -1.760 -0.922 -0.296
O -1.213 -1.053 1.002
O -2.714 -1.827 -0.812
F -0.643 -0.732 -1.332
C -1.549 1.861 -0.770
H 2.860 -1.890 0.683
H 1.423 -2.004 -0.355
H 2.729 -0.880 -0.776
H 1.780 0.891 2.389
H 3.205 -0.011 1.884
H 3.121 1.390 -0.310
H 3.712 2.118 1.170
H 1.545 3.278 1.523
H 2.398 3.720 0.070
H 0.224 3.652 -0.678
H 1.014 2.191 -1.282
H -1.153 3.341 1.428
H -0.117 2.120 2.182
H -1.797 0.570 2.502
H -2.658 2.099 2.671
H -3.817 1.759 0.802
H -3.586 0.194 1.253
H -3.293 0.646 -1.179
H -1.218 1.757 -1.803
H -2.101 2.822 -0.692
C -0.289 -4.156 -1.861
F -0.182 -3.154 -2.764
F 0.123 -3.630 -0.678
F -1.597 -4.418 -1.732
S 0.711 -5.638 -2.324
O 2.042 -5.076 -2.381
O 0.125 -6.008 -3.591
O 0.448 -6.526 -1.216
```

Here are the Mulliken charges for atoms 1 to 6, given in e: C -0.445; O -0.076; C -0.718; C -0.574; C -0.818; C -1.044


The following is a quantum chemistry calculation of a structure of composition C24H38AsF3N3O3S6SbSi3Tc at a distorted geometry, from the Open Molecules 2025 dataset.

HOMO energy (alpha / beta): -10.407 / -10.409 eV
charge: +1
energy: -202484.1135 eV
E_LUMO (alpha / beta): -5.56 / -5.56 eV
orbital gap (alpha / beta): 4.85 / 4.85 eV

XYZ file:
```
83
C24H38AsF3N3O3S6SbSi3Tc | the Open Molecules 2025 dataset | wB97M-V/def2-TZVPD
Tc 1.363 -0.419 -1.031
C -2.504 1.424 -1.331
Sb -1.297 1.082 0.468
C 0.973 1.425 -0.177
C 1.493 1.935 1.095
C 2.879 1.940 1.311
C 3.382 2.538 2.448
C 2.510 3.140 3.347
C 1.159 3.093 3.057
N 0.668 2.502 1.976
Si 1.033 2.984 -1.361
C 0.615 2.756 -3.209
C -0.170 4.298 -0.648
C 2.797 3.703 -1.306
C -1.652 -1.054 1.139
C -0.762 -2.126 0.694
C -1.117 -3.411 1.150
C -0.394 -4.530 0.827
C 0.688 -4.377 -0.036
C 1.001 -3.109 -0.445
N 0.346 -1.985 -0.065
Si -3.485 -1.478 0.587
C -4.569 0.086 0.730
C -4.389 -2.807 1.622
C -3.303 -2.195 -1.174
Si -1.351 -0.897 3.090
C -2.636 0.332 3.785
C 0.463 -0.352 3.280
C -1.535 -2.494 4.129
H -1.836 1.833 -2.081
H -3.261 2.170 -1.087
H -2.976 0.521 -1.698
H 3.530 1.479 0.590
H 4.445 2.535 2.635
H 2.874 3.637 4.232
H 0.422 3.523 3.723
H -0.395 2.424 -3.426
H 1.313 2.047 -3.641
H 0.764 3.702 -3.723
H -1.093 3.872 -0.257
H -0.431 5.022 -1.413
H 0.304 4.845 0.160
H 3.525 2.943 -1.568
H 3.056 4.104 -0.332
H 2.886 4.508 -2.029
H -1.977 -3.495 1.786
H -0.662 -5.495 1.222
H 1.267 -5.214 -0.386
H 1.822 -2.976 -1.130
H -5.435 -0.106 1.353
H -4.952 0.406 -0.232
H -4.024 0.919 1.164
H -4.249 -2.683 2.689
H -4.104 -3.819 1.355
H -5.455 -2.734 1.433
H -2.624 -1.619 -1.796
H -4.260 -2.255 -1.682
H -2.909 -3.206 -1.119
H -2.621 1.276 3.249
H -2.412 0.536 4.827
H -3.644 -0.068 3.746
H 0.508 0.661 3.662
H 0.981 -0.380 2.322
H 1.007 -0.984 3.973
H -2.503 -2.972 4.050
H -1.406 -2.222 5.172
H -0.773 -3.231 3.900
S 1.124 0.302 -7.759
As 0.344 0.451 -5.912
S -0.266 -0.425 -2.614
S 0.043 -2.071 -3.717
S -0.747 -1.652 -5.524
S 5.301 -2.051 0.486
C 3.932 -1.336 0.211
N 2.905 -0.764 0.049
F 4.888 -1.457 -4.759
C 4.655 -0.485 -3.885
F 4.900 0.689 -4.458
F 5.486 -0.638 -2.858
S 2.895 -0.532 -3.302
O 2.704 -1.798 -2.657
O 2.130 -0.330 -4.516
O 2.797 0.588 -2.381
```

Here are the Mulliken charges for atoms 1 to 6, given in e: Tc 0.356; C -1.287; Sb -0.158; C 3.184; C -1.186; C -1.015


The following is a quantum chemistry calculation of a structure of composition C26H28N2S2SiY at a distorted geometry, from the Open Molecules 2025 dataset.

HOMO energy: -10.134 eV
charge: +1
energy: -60981.9208 eV
E_LUMO: -3.13 eV
orbital gap: 7.01 eV

XYZ file:
```
60
C26H28N2S2SiY | the Open Molecules 2025 dataset | wB97M-V/def2-TZVPD
C 0.205 2.307 2.577
C -0.060 2.660 1.223
C -1.357 2.166 0.889
H 0.586 3.259 0.582
C -1.909 1.532 2.046
C -0.936 1.602 3.084
H -1.097 1.261 4.114
H 1.093 2.597 3.139
H -1.889 2.350 -0.039
H -2.923 1.139 2.145
Y 0.082 0.144 1.356
C 2.005 -1.030 -0.023
H 2.926 -0.640 -0.459
H 1.896 -2.064 -0.379
H 2.144 -1.022 1.089
Si 0.358 0.086 -1.537
C 1.735 -0.126 -2.788
C 2.606 0.924 -3.110
H 2.433 1.919 -2.700
C 3.688 0.687 -3.966
H 4.372 1.509 -4.203
C 3.892 -0.581 -4.515
H 4.769 -0.771 -5.138
C 2.962 -1.602 -4.269
H 3.090 -2.577 -4.736
C 1.880 -1.367 -3.412
H 1.155 -2.167 -3.238
C -1.014 0.668 -2.757
C -0.781 0.761 -4.152
H 0.079 0.255 -4.593
C -1.588 1.538 -4.997
H -1.301 1.679 -6.043
C -2.747 2.140 -4.505
H -3.360 2.778 -5.150
C -3.107 1.891 -3.176
H -4.046 2.301 -2.799
C -2.273 1.141 -2.328
H -2.618 0.955 -1.309
H 0.737 1.270 -0.724
H -0.107 -1.055 -0.554
C 2.098 0.977 4.897
C 1.327 -0.286 4.791
N 0.702 -0.765 3.728
C 0.005 -1.953 4.033
C 0.198 -2.379 5.334
S 1.195 -1.291 6.231
C -0.978 -2.462 3.115
C -1.830 -3.526 3.319
S -3.076 -3.584 2.107
C -2.358 -2.196 1.329
N -1.288 -1.723 1.953
C -2.984 -1.538 0.159
H 2.879 0.830 5.651
H 2.573 1.235 3.947
H 1.430 1.778 5.236
H -0.252 -3.274 5.737
H -1.745 -4.202 4.164
H -2.288 -1.470 -0.690
H -3.845 -2.153 -0.130
H -3.344 -0.535 0.442
```

Here are the Mulliken charges for atoms 1 to 6, given in e: C -0.316; C -1.182; C -0.451; H 0.436; C -0.545; C -0.490


The following is a quantum chemistry calculation of a structure of composition C24H64AsF6O24S8 at a distorted geometry, from the Open Molecules 2025 dataset.

HOMO energy: -8.609 eV
charge: -1
energy: -238889.0734 eV
E_LUMO: 1.45 eV
orbital gap: 10.06 eV

XYZ file:
```
127
C24H64AsF6O24S8 | the Open Molecules 2025 dataset | wB97M-V/def2-TZVPD
As -0.286 0.879 -0.025
F -0.866 1.413 1.594
F -0.842 -0.819 0.175
F 0.221 0.637 -1.654
F 0.342 2.561 -0.196
F 1.330 0.359 0.562
F -1.913 1.220 -0.682
O -0.904 -4.523 0.820
S -1.622 -4.750 2.095
O -2.824 -5.551 2.276
O -0.553 -5.304 3.248
C 0.287 -6.328 2.869
C -0.389 -7.663 2.368
C -1.874 -3.201 2.932
H 0.876 -6.639 3.732
H 0.997 -6.089 2.077
H -0.972 -7.498 1.462
H -1.183 -7.852 3.090
H 0.204 -8.570 2.250
H -1.123 -2.492 2.583
H -1.702 -3.271 4.006
H -2.867 -2.862 2.639
O 4.633 5.223 -0.960
S 4.560 4.781 -2.375
O 4.674 3.344 -2.710
O 3.156 5.429 -3.144
C 1.892 5.289 -2.553
C 1.234 3.954 -2.976
C 5.877 5.653 -3.375
H 1.285 6.131 -2.885
H 1.933 5.476 -1.480
H 0.941 4.083 -4.018
H 0.316 3.718 -2.438
H 2.004 3.189 -2.873
H 5.824 5.221 -4.374
H 6.843 5.290 -3.023
H 5.635 6.714 -3.441
O -3.853 -1.271 -2.832
S -3.165 -2.479 -3.174
O -3.867 -3.779 -3.131
O -2.306 -2.294 -4.603
C -1.884 -0.984 -4.876
C -0.330 -0.778 -5.071
C -1.623 -2.558 -2.086
H -2.175 -0.289 -4.089
H -2.404 -0.789 -5.814
H 0.376 -1.354 -4.473
H -0.065 0.226 -4.740
H -0.113 -0.887 -6.134
H -1.378 -1.526 -1.834
H -0.800 -3.149 -2.487
H -1.919 -2.897 -1.094
O -3.383 3.138 4.334
S -4.499 2.778 3.456
O -4.923 1.353 3.391
O -5.833 3.784 3.860
C -6.970 3.808 3.023
C -7.748 2.482 2.904
C -4.144 3.425 1.790
H -6.778 4.125 1.998
H -7.662 4.544 3.434
H -7.250 1.690 2.345
H -8.743 2.638 2.488
H -7.935 2.167 3.931
H -3.446 2.645 1.486
H -3.701 4.415 1.902
H -5.059 3.294 1.214
O 3.195 -4.524 0.956
S 3.701 -3.265 1.521
O 4.557 -3.358 2.682
O 4.439 -2.336 0.298
C 5.164 -1.180 0.734
C 6.638 -1.571 0.836
C 2.167 -2.151 1.587
H 4.847 -0.724 1.672
H 5.077 -0.558 -0.156
H 6.842 -2.174 -0.050
H 6.750 -2.427 1.502
H 7.371 -0.779 0.989
H 1.321 -2.605 2.104
H 1.944 -1.944 0.540
H 2.450 -1.222 2.082
O -0.061 6.270 3.844
S 1.409 6.205 3.909
O 2.233 6.924 4.886
O 1.897 4.584 3.996
C 1.539 3.720 2.858
C 2.851 3.142 2.322
C 1.949 6.684 2.097
H 0.869 4.114 2.094
H 1.034 2.821 3.214
H 2.650 2.260 1.714
H 3.444 2.958 3.217
H 3.326 3.804 1.597
H 2.930 6.261 1.879
H 2.011 7.762 1.947
H 1.164 6.196 1.519
O -8.070 -2.692 0.436
S -7.152 -2.705 -0.700
O -7.584 -2.501 -2.067
O -5.752 -1.774 -0.465
C -5.417 -1.387 0.884
C -4.132 -0.507 0.687
C -6.331 -4.299 -0.597
H -5.243 -2.284 1.478
H -6.168 -0.820 1.435
H -3.683 -0.235 1.643
H -4.145 0.343 0.005
H -3.230 -1.054 0.412
H -5.416 -4.047 -1.133
H -6.968 -5.002 -1.133
H -6.197 -4.504 0.465
O 3.122 -1.335 -4.524
S 3.305 -1.293 -3.033
O 2.641 -2.264 -2.169
O 4.923 -1.530 -2.715
C 5.445 -2.811 -3.251
C 6.366 -3.636 -2.303
C 3.051 0.393 -2.320
H 6.010 -2.623 -4.164
H 4.639 -3.469 -3.575
H 7.098 -2.994 -1.813
H 6.903 -4.469 -2.756
H 5.820 -3.867 -1.388
H 2.691 0.196 -1.310
H 2.213 0.728 -2.930
H 3.998 0.921 -2.206
```

Here are the Mulliken charges for atoms 1 to 6, given in e: As 2.126; F -0.531; F -0.314; F -0.334; F -0.517; F -0.369


The following is a quantum chemistry calculation of a cluster of 11 separate species, C4H29NO11S2 in total at a distorted geometry, from the Open Molecules 2025 dataset.

SMILES: C[C@@H](CSS)NC=O.O.O.O.O.O.O.O.O.O.O
HOMO energy: -8.881 eV
energy: -50304.2450 eV
E_LUMO: -0.12 eV
orbital gap: 8.76 eV

XYZ file:
```
47
C4H29NO11S2 | the Open Molecules 2025 dataset | wB97M-V/def2-TZVPD
C -0.057 0.348 -0.021
C 0.804 1.517 -0.463
C 1.387 2.327 0.698
S 0.049 3.084 1.681
S -0.046 2.077 3.428
N 1.958 0.977 -1.210
C 1.990 0.882 -2.536
O 1.119 1.355 -3.286
H -1.024 0.662 0.368
H -0.258 -0.317 -0.862
H 0.400 -0.220 0.792
H 0.252 2.178 -1.129
H 2.047 1.724 1.318
H 2.005 3.134 0.324
H -0.735 0.941 3.137
H 2.613 0.408 -0.688
H 2.850 0.379 -2.996
O -0.235 -4.895 -0.920
H -0.656 -4.683 -1.779
H -0.218 -5.853 -0.843
O 0.631 4.293 -2.687
H -0.323 4.168 -2.641
H 1.002 3.422 -2.881
O -1.296 -4.372 -3.383
H -2.027 -3.746 -3.287
H -0.612 -3.818 -3.790
O -3.463 -1.102 0.879
H -3.661 -1.951 0.473
H -3.417 -0.448 0.144
O -1.562 1.585 -3.053
H -1.811 1.741 -3.969
H -0.578 1.619 -3.027
O -3.378 0.677 -1.232
H -2.670 0.898 -1.880
H -3.633 1.550 -0.911
O 1.718 -3.638 0.574
H 1.234 -3.411 1.404
H 1.005 -4.060 0.046
O 3.156 -1.542 1.591
H 3.767 -1.889 2.249
H 2.884 -2.314 1.051
O -1.631 -0.938 2.883
H -2.259 -0.994 2.129
H -2.084 -1.222 3.681
O 0.629 -2.516 2.820
H -0.193 -1.979 2.794
H 1.347 -1.866 2.783
```

Here are the Mulliken charges for atoms 1 to 6, given in e: C -1.184; C 0.883; C -1.212; S -0.075; S -0.189; N 0.047


The following is a quantum chemistry calculation of a structure of composition C53H45Cl2IrN3OP2S2 at a distorted geometry, from the Open Molecules 2025 dataset.

HOMO energy (alpha / beta): -14.755 / -14.908 eV
charge: +3
⟨S²⟩: 6.039
spin multiplicity: 5
energy: -130316.3873 eV
E_LUMO (alpha / beta): -8.15 / -10.78 eV
orbital gap (alpha / beta): 6.60 / 4.13 eV

XYZ file:
```
109
C53H45Cl2IrN3OP2S2 | the Open Molecules 2025 dataset | wB97M-V/def2-TZVPD
Ir 0.211 0.906 0.510
O 1.143 -1.341 0.247
S 0.039 -1.983 -0.562
C -0.329 -3.493 0.209
C 0.270 -4.690 -0.142
C -0.059 -5.896 0.486
C -1.012 -5.857 1.474
C -1.595 -6.965 2.305
C -2.596 -6.267 3.259
C -2.500 -4.808 2.910
C -3.119 -3.708 3.427
C -2.791 -2.449 2.891
C -1.904 -2.229 1.842
P -1.776 -0.440 1.372
C -3.171 -0.099 0.273
C -3.036 0.852 -0.736
C -4.113 1.171 -1.550
C -5.333 0.535 -1.367
C -5.474 -0.424 -0.372
C -4.400 -0.742 0.443
C -2.120 0.387 2.949
C -1.233 0.183 4.009
C -1.459 0.795 5.229
C -2.567 1.622 5.396
C -3.441 1.835 4.342
C -3.218 1.221 3.114
C -1.275 -3.384 1.273
C -1.583 -4.626 1.856
C 0.730 -2.375 -2.126
C 0.040 -3.314 -2.928
C 0.576 -3.824 -4.088
C 1.862 -3.394 -4.459
C 2.724 -3.797 -5.605
C 3.979 -2.909 -5.479
C 3.716 -2.060 -4.284
C 4.457 -1.019 -3.714
C 3.883 -0.319 -2.675
C 2.623 -0.624 -2.088
P 1.980 0.821 -1.113
C 1.973 1.998 -2.489
C 0.937 1.853 -3.413
C 0.861 2.696 -4.508
C 1.816 3.689 -4.684
C 2.856 3.828 -3.775
C 2.939 2.983 -2.676
C 3.316 1.268 0.021
C 4.281 0.359 0.449
C 5.258 0.764 1.350
C 5.272 2.069 1.822
C 4.295 2.970 1.416
C 3.309 2.571 0.528
C 1.932 -1.767 -2.564
C 2.487 -2.395 -3.710
H 1.025 -4.700 -0.918
H 0.429 -6.814 0.190
H -0.810 -7.495 2.846
H -2.084 -7.702 1.666
H -2.352 -6.437 4.308
H -3.615 -6.628 3.113
H -3.833 -3.772 4.236
H -3.274 -1.599 3.353
H -2.089 1.360 -0.891
H -3.999 1.916 -2.326
H -6.174 0.782 -2.001
H -6.422 -0.925 -0.230
H -4.527 -1.493 1.211
H -0.378 -0.475 3.890
H -0.784 0.620 6.057
H -2.756 2.087 6.355
H -4.308 2.468 4.477
H -3.910 1.376 2.297
H -0.920 -3.679 -2.584
H 0.034 -4.558 -4.668
H 2.199 -3.654 -6.553
H 2.958 -4.864 -5.551
H 4.143 -2.286 -6.362
H 4.895 -3.492 -5.349
H 5.421 -0.723 -4.106
H 4.411 0.553 -2.312
H 0.179 1.088 -3.273
H 0.054 2.588 -5.220
H 1.753 4.354 -5.535
H 3.610 4.589 -3.925
H 3.758 3.095 -1.977
H 4.275 -0.664 0.094
H 6.012 0.060 1.673
H 6.048 2.384 2.506
H 4.304 3.988 1.783
H 2.547 3.282 0.220
C -3.736 4.338 1.354
C -2.460 5.015 1.839
C -1.370 4.048 2.175
N -1.090 3.001 1.490
N 0.040 2.351 1.951
C 0.598 2.922 3.002
N 1.695 2.454 3.593
S -0.274 4.315 3.509
H -4.477 5.094 1.101
H -4.161 3.699 2.127
H -3.547 3.731 0.469
H -2.657 5.656 2.699
H -2.057 5.666 1.057
H 2.138 1.622 3.238
H 2.089 2.896 4.406
Cl 1.330 5.978 0.599
C 0.785 5.784 -1.074
Cl -0.113 4.268 -1.278
H 1.656 5.749 -1.719
H 0.130 6.609 -1.328
```

Here are the Mulliken charges for atoms 1 to 6, given in e: Ir 1.569; O -0.659; S 1.292; C 0.291; C -0.374; C -1.456


> Number 5 is which compound?

C4H29NO11S2